<one>
90
Properties=species:S:1:pos:R:3 method="wB97M-V/def2-TZVPD" lumo_energy_ev=0.321 mol_weight_da=558.6 smiles=OCCO.OCCO.OCCO.OCCO.OCCO.OCCO.OCCO.OCCO.OCCO spin_multiplicity=1 homo_ev=-9.94
O 10.6899 2.8796 -4.8707
C 10.0145 2.3359 -3.8463
C 8.5031 2.1923 -3.9617
O 8.0370 1.5797 -2.7482
H 10.7780 2.2478 -5.5881
H 10.4949 1.3611 -3.7633
H 10.3214 2.9354 -2.9893
H 8.2161 1.6615 -4.8694
H 8.2279 3.2452 -3.9003
H 7.1613 1.3131 -3.0376
O -7.2684 -8.9707 -1.6771
C -5.9433 -8.9330 -1.0411
C -6.0769 -8.6682 0.4167
O -7.0213 -7.7003 0.7791
H -7.7461 -9.7899 -1.5279
H -5.3508 -9.8228 -1.2542
H -5.4077 -8.0890 -1.4756
H -5.1106 -8.3984 0.8430
H -6.4431 -9.4888 1.0336
H -7.7752 -7.8894 0.2158
O -4.0764 -0.2604 -9.0273
C -3.9320 -1.2367 -7.9652
C -2.7841 -0.9389 -7.0376
O -1.4656 -0.8802 -7.7090
H -4.6820 0.3777 -8.6430
H -4.8408 -1.3458 -7.3733
H -3.8499 -2.2347 -8.3957
H -2.8647 -1.7422 -6.3052
H -3.0114 -0.0348 -6.4729
H -1.5733 -0.7459 -8.6535
O 8.7335 4.8098 6.3404
C 7.3568 4.7047 5.7871
C 7.3359 3.7405 4.6300
O 8.2406 4.1859 3.6448
H 9.1867 4.4428 5.5778
H 6.5574 4.4545 6.4845
H 6.9846 5.6754 5.4593
H 6.3335 3.6375 4.2145
H 7.7210 2.8005 5.0254
H 8.0169 3.6977 2.8490
O -1.9778 -7.5292 9.5377
C -1.8304 -7.2840 8.1601
C -3.1098 -7.6462 7.3883
O -3.1099 -9.0150 7.0755
H -1.2165 -8.0615 9.7797
H -1.4032 -6.3188 7.8882
H -0.9720 -7.8255 7.7626
H -3.0071 -7.1336 6.4319
H -4.1092 -7.4186 7.7593
H -3.9998 -9.3499 7.2075
O 1.0877 -0.2043 -0.9230
C 0.3198 -0.0715 0.1973
C -0.1528 -1.4860 0.7759
O -1.1812 -2.1623 0.1379
H 0.7847 0.4034 -1.6016
H 0.6413 0.6185 0.9774
H -0.5331 0.5219 -0.1322
H -0.3773 -1.2574 1.8177
H 0.7660 -2.0725 0.7698
H -1.3056 -2.9051 0.7331
O 1.3587 4.1986 -6.6024
C 0.3824 5.1618 -7.0977
C 0.6038 5.6201 -8.5838
O -0.1216 4.8778 -9.5054
H 1.3515 3.4720 -7.2298
H -0.5296 4.5657 -7.1290
H 0.4674 5.8584 -6.2637
H 1.6414 5.6551 -8.9159
H 0.3121 6.6701 -8.5598
H 0.0989 5.0549 -10.4228
O 4.1907 7.7593 0.4761
C 3.0368 8.4953 0.7156
C 2.4003 8.2433 2.0836
O 2.2298 6.8975 2.5186
H 4.1496 6.8107 0.6178
H 3.3727 9.5183 0.5464
H 2.3718 8.2608 -0.1155
H 1.4278 8.6901 2.2904
H 3.0925 8.7367 2.7658
H 1.3141 6.6852 2.7136
O -9.0265 -2.3743 4.6118
C -8.8753 -1.5248 5.7330
C -7.7317 -0.5292 5.3577
O -6.4892 -1.2849 5.4271
H -8.1853 -2.7355 4.3229
H -9.7277 -0.9299 6.0612
H -8.6166 -2.0578 6.6479
H -7.6411 0.3355 6.0151
H -7.8285 -0.0389 4.3890
H -6.0306 -1.0027 6.2219

<two>
90
Properties=species:S:1:pos:R:3 method="wB97M-V/def2-TZVPD" lumo_energy_ev=-0.435 mol_weight_da=558.6 spin_multiplicity=1 homo_ev=-8.06
C 22.1643 14.3185 8.4675
C 20.7367 14.9522 8.4632
O 20.3592 15.2459 9.8080
O 23.1022 15.2841 8.9898
H 22.5490 14.1085 7.4695
H 22.2853 13.4223 9.0761
H 20.0683 14.1374 8.1849
H 20.6267 15.8626 7.8739
H 20.5500 14.4193 10.2575
H 22.9698 15.4021 9.9333
C 20.0086 12.2901 6.5275
C 18.5773 12.8089 6.9609
O 17.5432 12.5505 5.9968
O 20.4944 12.8772 5.3314
H 19.9788 11.2024 6.4626
H 20.8439 12.6016 7.1547
H 18.6732 13.8639 7.2174
H 18.2564 12.3678 7.9045
H 16.7885 12.2216 6.4906
H 19.7981 12.6543 4.7092
C 19.1095 12.8379 9.4413
C 19.9847 12.6664 10.7112
O 21.2114 13.3429 10.5821
O 19.5387 11.8791 8.4581
H 19.1212 13.8740 9.1029
H 18.0457 12.7441 9.6596
H 20.1308 11.6127 10.9490
H 19.5186 12.9502 11.6548
H 21.7699 13.0899 11.3208
H 20.4953 11.8898 8.3788
C 15.9112 10.7368 5.0113
C 14.6645 11.4461 4.4247
O 13.5062 10.6892 4.4534
O 16.5558 9.9595 4.0744
H 15.6165 10.1023 5.8472
H 16.6299 11.4801 5.3565
H 14.9642 11.9649 3.5142
H 14.4029 12.2601 5.1008
H 13.5960 9.9696 3.8244
H 16.8898 9.1610 4.4894
C 22.6878 13.2724 5.9333
C 23.1649 11.8396 5.6388
O 22.2353 10.9600 6.2179
O 23.5609 14.2692 5.3961
H 22.6197 13.4089 7.0126
H 21.6819 13.4565 5.5560
H 24.1105 11.5881 6.1191
H 23.2691 11.6300 4.5743
H 21.7599 10.5117 5.5146
H 23.3474 14.4535 4.4785
C 17.1621 12.4491 3.2593
C 18.6002 12.3157 3.7749
O 19.4863 11.7899 2.8063
O 16.7367 11.2356 2.6839
H 17.1754 13.2221 2.4909
H 16.4298 12.8391 3.9662
H 18.5445 11.5702 4.5682
H 18.9434 13.2420 4.2357
H 19.1810 10.8901 2.6692
H 16.7177 10.5544 3.3600
C 22.4696 11.3013 9.9738
C 22.8773 11.6026 8.4916
O 21.7465 11.8342 7.7197
O 21.7643 10.0875 10.0725
H 21.7978 12.0837 10.3267
H 23.3027 11.2238 10.6724
H 23.4967 10.7928 8.1059
H 23.5161 12.4764 8.3632
H 21.8334 11.5813 6.7977
H 22.4313 9.4247 9.8791
C 17.8192 15.0430 5.7898
C 18.3303 15.8104 7.0638
O 19.7395 16.0331 6.9201
O 17.6179 15.8706 4.6721
H 16.9067 14.4841 5.9972
H 18.6304 14.3765 5.4971
H 18.2946 15.1975 7.9644
H 17.6405 16.6483 7.1648
H 19.8774 16.6487 6.1965
H 18.4734 16.0181 4.2621
C 15.9865 13.8159 8.2954
C 16.2050 12.2838 8.4471
O 16.4986 11.6627 7.2132
O 15.0966 14.1071 7.2782
H 16.9392 14.3120 8.1097
H 15.5485 14.1747 9.2268
H 15.2860 11.8456 8.8362
H 17.0556 11.9749 9.0547
H 16.8637 10.7877 7.3641
H 15.3894 13.6528 6.4847

Which of them is most stable? Easy: <one>.

<one>
22
Properties=species:S:1:pos:R:3 method="wB97M-V/def2-TZVPD" lumo_energy_ev=0.740 mol_weight_da=182.2 smiles="C=CCSPc1ccccc1" spin_multiplicity=1 homo_ev=-8.82
C 0.4961 -3.0688 3.5917
C -0.1330 -2.5816 2.5411
C 0.1310 -1.3266 1.7829
S 0.1132 -1.7495 -0.0532
P 1.4843 -0.3928 -0.8809
C 0.4098 0.9289 -1.6103
C 0.5995 1.3576 -2.9010
C -0.0912 2.4894 -3.4197
C -1.0295 3.1637 -2.6471
C -1.3388 2.6056 -1.4078
C -0.6329 1.4843 -0.9173
H 0.3068 -3.9538 4.1701
H 1.4347 -2.6057 3.7622
H -0.9806 -3.0758 1.9855
H -0.7148 -0.6871 2.1704
H 1.0666 -0.8249 1.9228
H 1.5827 -1.1876 -2.2250
H 1.4553 0.7594 -3.3957
H -0.0229 2.9105 -4.4302
H -1.3902 4.0302 -3.1945
H -2.1915 3.1422 -0.9243
H -0.9168 1.1653 0.1629

<two>
22
Properties=species:S:1:pos:R:3 method="wB97M-V/def2-TZVPD" lumo_energy_ev=0.272 mol_weight_da=182.2 smiles="C[P@]1(=S)C=C[C@@H]2CC=CC=C21" spin_multiplicity=1 homo_ev=-8.20
C -2.5029 -1.4114 -0.4313
P -1.8298 0.1219 0.3033
S -2.9473 0.6727 1.7927
C -1.5905 1.2796 -1.0104
C -0.3218 1.7063 -0.9556
C 0.7135 1.0695 -0.0722
C 2.0637 0.5934 -0.6596
C 2.6389 -0.3869 0.3789
C 1.9580 -1.1226 1.2855
C 0.5194 -1.0766 1.3194
C -0.0366 -0.0521 0.6578
H -2.4601 -2.2548 0.3667
H -3.6122 -1.0268 -0.6735
H -1.9201 -1.8441 -1.2317
H -2.3724 1.7939 -1.6957
H 0.0648 2.4601 -1.6946
H 0.8918 1.6914 0.7885
H 2.6280 1.4746 -0.8450
H 1.9191 0.1776 -1.5722
H 3.7358 -0.4183 0.2088
H 2.4504 -1.6572 1.9780
H 0.0101 -1.7901 1.7624

<three>
22
Properties=species:S:1:pos:R:3 method="wB97M-V/def2-TZVPD" lumo_energy_ev=-0.033 mol_weight_da=182.2 smiles="S=CCCPc1ccccc1" spin_multiplicity=1 homo_ev=-8.60
S 5.2196 1.9632 -0.2022
C 3.7242 1.5752 0.2276
C 2.9583 0.3294 0.6755
C 1.4623 0.2392 0.3385
P 0.4388 -1.0903 1.3557
C -1.0868 -0.9284 0.3681
C -1.7898 0.2303 0.7210
C -2.9075 0.7323 0.0563
C -3.2039 0.1119 -1.1507
C -2.7193 -1.1125 -1.4256
C -1.6411 -1.6117 -0.7220
H 3.0512 2.3788 0.1084
H 3.2395 0.3013 1.7301
H 3.5712 -0.4392 0.2879
H 0.8835 1.1971 0.3973
H 1.2779 -0.1570 -0.6261
H 0.8379 -2.2327 0.7879
H -1.4721 0.6231 1.6945
H -3.4912 1.6124 0.3787
H -3.9940 0.6091 -1.6402
H -2.9846 -1.7262 -2.3953
H -1.3742 -2.6050 -0.9654

Which of them is most stable? Easy: <two>.